(1)
C2H5N3S2 | the ωB97M-V functional and the def2-TZVPD basis

Properties
- Gap between HOMO and LUMO: 8.8 eV
- SMILES: NS/N=N/[C@H]1CS1
- Charge: 0
- Multiplicity: 1

Each line ends with the natural charge from an NBO analysis.
Atoms and positions in Å:
N (2.844211, -0.747406, 0.118882)  -1.025
S (2.209734, 0.668280, 0.707935)  0.692
N (0.625827, 0.593540, 0.309463)  -0.384
N (-0.262395, 1.422562, 0.387172)  -0.203
C (-1.512195, 0.865343, 0.240898)  -0.174
C (-1.844958, -0.318788, -0.640038)  -0.508
S (-2.227722, -0.575469, 1.125979)  0.115
H (3.328544, -0.859678, -0.773023)  0.403
H (2.448614, -1.583396, 0.576881)  0.398
H (-2.168382, 1.691979, 0.318420)  0.217
H (-2.638205, -0.413109, -1.352960)  0.232
H (-0.803068, -0.743860, -1.019607)  0.237

Atoms 1-6, force components in eV/Å:
-0.70 -0.74 1.00
1.20 0.98 -0.35
0.33 -2.75 -0.93
2.38 1.27 1.51
-3.36 -0.61 -1.15
3.31 -0.41 0.26

=====

(2)
C2HI2N3 | the ωB97M-V functional and the def2-TZVPD basis

Properties
- Gap between HOMO and LUMO: 7.9 eV
- Charge: 0
- Multiplicity: 1

Each line ends with the natural charge from an NBO analysis.
Atoms and positions in Å:
C (2.977175, 0.601685, 2.875536)  0.399
C (1.339146, 0.207361, 1.112243)  0.401
N (3.707961, 0.718066, 3.736975)  -0.246
N (-1.323120, -0.646314, -0.277811)  -0.957
N (2.006012, 0.530528, 2.032523)  -0.601
I (-0.622367, -2.124649, 1.000756)  0.322
I (-2.359256, 0.925685, 0.655146)  0.297
H (-0.424120, -0.297801, -0.678564)  0.383

Atoms 1-6, force components in eV/Å:
-0.51 0.25 0.38
0.33 0.75 0.30
1.52 0.10 1.21
0.46 -0.07 -0.11
-1.07 -0.70 -1.95
-0.53 0.02 -0.13

=====

(3)
C4H10O2 | the ωB97M-V functional and the def2-TZVPD basis

Properties
- Gap between HOMO and LUMO: 11.1 eV
- SMILES: CC[C@@H](O)CO
- Charge: 0
- Multiplicity: 1

Each line ends with the natural charge from an NBO analysis.
Atoms and positions in Å:
C (-2.100651, -0.638976, -0.090875)  -0.602
C (-1.011908, 0.270199, 0.481946)  -0.416
C (0.380811, -0.091560, -0.009849)  0.099
O (0.367098, -0.418543, -1.376909)  -0.723
C (1.510698, 0.908729, 0.186567)  -0.095
O (2.642874, 0.151782, -0.244653)  -0.716
H (-3.073126, -0.403845, 0.354530)  0.208
H (-2.181450, -0.517330, -1.174932)  0.222
H (-1.881344, -1.693605, 0.108013)  0.204
H (-1.253452, 1.317893, 0.255354)  0.204
H (-0.979281, 0.184604, 1.573940)  0.204
H (0.788420, -0.977344, 0.589251)  0.110
H (1.313108, -0.397818, -1.607317)  0.482
H (1.621792, 1.214878, 1.233375)  0.170
H (1.418316, 1.801172, -0.445576)  0.191
H (2.438096, -0.710233, 0.167128)  0.459

Atoms 1-6, force components in eV/Å:
-0.02 -0.03 0.01
0.07 0.04 0.11
0.07 -0.16 0.56
0.12 -0.10 -0.19
-0.25 0.06 0.18
0.30 -0.06 0.35

=====

(4)
C49H54N4OS2Se4Tc | the ωB97M-V functional and the def2-TZVPD basis

Properties
- Gap between HOMO and LUMO (spin up / spin down): 6.4 / 6.0 eV
- Charge: 0
- Multiplicity: 4

Each line ends with the Mulliken spin population.
Atoms and positions in Å:
Tc (2.036799, -0.488385, -0.072538)  1.377
Se (4.286678, -0.427867, -0.440835)  0.627
Se (4.472356, -2.951105, -3.372222)  0.728
Se (2.954360, -1.384310, -3.743251)  0.338
Se (1.261432, -1.463252, -2.059729)  0.078
C (4.380927, -3.882949, 1.182979)  0.001
C (2.952770, -3.795068, 0.648699)  -0.032
C (2.668779, -4.898007, -0.374971)  0.011
C (1.924709, -3.819479, 1.761419)  -0.012
C (1.787130, -5.007071, 2.477401)  0.000
C (0.825100, -5.160771, 3.455211)  -0.002
C (-0.054535, -4.118782, 3.698104)  0.003
C (0.048140, -2.907008, 3.028606)  0.015
C (-1.068107, -1.893187, 3.265809)  0.000
C (-2.357020, -2.407916, 2.605998)  0.000
C (-1.341848, -1.619109, 4.749150)  0.000
C (1.093738, -2.744402, 2.092177)  0.035
N (1.299115, -1.446057, 1.511234)  -0.091
C (1.418353, -0.367901, 2.315979)  -0.090
C (1.156849, 0.931853, 1.788313)  0.076
N (0.929143, 1.069148, 0.466363)  -0.193
C (0.286209, 2.253332, -0.056088)  0.000
C (-1.115932, 2.324693, 0.043595)  0.012
C (-1.758365, 3.474960, -0.405134)  0.002
C (-1.062950, 4.517278, -0.988205)  -0.001
C (0.307793, 4.405540, -1.122129)  0.001
C (1.013229, 3.296768, -0.649167)  0.005
C (2.517004, 3.339949, -0.894208)  -0.007
C (3.403951, 3.045807, 0.318328)  0.008
C (2.852147, 2.507164, -2.140632)  0.015
C (-2.042183, 1.241386, 0.584430)  -0.012
C (-2.224444, 1.349710, 2.103343)  0.001
C (-1.722295, -0.188161, 0.141059)  0.061
C (1.204035, 1.906247, 2.897611)  -0.008
C (0.966840, 3.245710, 3.027624)  0.005
C (1.062076, 3.823337, 4.322612)  -0.003
C (1.389604, 3.089042, 5.433473)  0.004
C (1.646291, 1.695805, 5.318835)  -0.002
C (2.005798, 0.795413, 6.358898)  0.002
C (2.240991, -0.525022, 6.074187)  -0.003
C (2.108041, -1.058520, 4.762904)  -0.005
C (1.728016, -0.217867, 3.755780)  0.038
C (1.536493, 1.152817, 4.045996)  -0.006
H (5.086434, -3.826860, 0.350341)  0.001
H (4.550211, -4.821345, 1.717268)  0.001
H (4.599077, -3.053728, 1.860121)  -0.001
H (2.879228, -2.852149, 0.117575)  0.015
H (2.905350, -5.886361, 0.030050)  0.002
H (3.287349, -4.741227, -1.260777)  -0.004
H (1.619039, -4.889004, -0.674982)  -0.002
H (2.452390, -5.830567, 2.248210)  0.001
H (0.735497, -6.092245, 3.999232)  0.000
H (-0.851297, -4.255581, 4.419374)  0.000
H (-0.811958, -0.946332, 2.801898)  0.002
H (-2.724765, -3.285047, 3.145354)  0.000
H (-2.191873, -2.698872, 1.569781)  0.000
H (-3.134281, -1.639676, 2.634888)  0.000
H (-1.849278, -2.464708, 5.218751)  0.000
H (-1.998697, -0.750537, 4.846112)  0.000
H (-0.428948, -1.415828, 5.310197)  0.000
H (-2.838375, 3.533162, -0.318465)  0.000
H (-1.585835, 5.395297, -1.349019)  0.000
H (0.864816, 5.202988, -1.600999)  0.000
H (2.733435, 4.379636, -1.147669)  0.000
H (3.324421, 2.027873, 0.681459)  0.000
H (3.162277, 3.722467, 1.140443)  0.004
H (4.450253, 3.200526, 0.045482)  -0.002
H (2.449362, 1.496879, -2.070307)  -0.011
H (3.930620, 2.426544, -2.285640)  0.006
H (2.408853, 2.971811, -3.025655)  -0.003
H (-3.015682, 1.481192, 0.149544)  -0.001
H (-1.291710, 1.176560, 2.641255)  0.000
H (-2.953934, 0.611324, 2.446876)  0.000
H (-2.588146, 2.342215, 2.381554)  0.000
H (-0.967644, -0.663991, 0.763716)  -0.014
H (-1.367418, -0.210422, -0.890194)  0.005
H (-2.624720, -0.799939, 0.206282)  0.003
H (0.697059, 3.863300, 2.180731)  0.001
H (0.864877, 4.882840, 4.429361)  0.000
H (1.447442, 3.567367, 6.404235)  0.000
H (2.094528, 1.157858, 7.376426)  0.000
H (2.520244, -1.197156, 6.876431)  0.000
H (2.289141, -2.111700, 4.590550)  -0.001
O (-0.442132, 1.076150, -2.760678)  0.004
S (-0.714710, 2.096916, -3.805994)  0.001
C (-2.330523, 2.789515, -3.430132)  0.002
C (-2.633251, 4.075052, -3.844531)  -0.001
C (-3.896678, 4.589903, -3.579059)  0.000
C (-4.828263, 3.819766, -2.895779)  0.000
C (-4.503702, 2.532943, -2.477163)  0.000
C (-3.247825, 2.011346, -2.742673)  0.000
C (-1.244927, 1.158692, -5.254247)  -0.008
C (-1.457574, -0.200670, -5.101491)  0.013
C (-1.885912, -0.934932, -6.200517)  -0.001
C (-2.066714, -0.318952, -7.432212)  0.001
C (-1.837211, 1.045136, -7.568986)  0.000
C (-1.426498, 1.791473, -6.475176)  0.000
H (-1.888524, 4.674390, -4.357999)  0.000
H (-4.150871, 5.593530, -3.895085)  0.000
H (-5.809709, 4.225102, -2.684106)  0.000
H (-5.232253, 1.935441, -1.942846)  0.000
H (-2.963770, 1.016775, -2.413680)  0.000
H (-1.273220, -0.658257, -4.134106)  0.002
H (-2.077450, -1.998467, -6.106735)  0.000
H (-2.376006, -0.902966, -8.289417)  0.000
H (-1.966481, 1.523624, -8.531936)  0.000
H (-1.251703, 2.857621, -6.570690)  0.000
N (-2.860065, -3.446318, -2.903974)  0.001
C (-1.591855, -3.693894, -2.484198)  0.001
N (-0.688590, -3.918494, -3.462848)  0.002
S (-1.168116, -3.709023, -0.871524)  0.003
H (-3.140123, -3.651020, -3.848575)  0.000
H (-3.568544, -3.467647, -2.192383)  0.000
H (-0.902983, -3.718877, -4.425566)  0.000
H (0.281624, -3.894185, -3.192484)  0.005

Atoms 1-6, force components in eV/Å:
0.26 0.14 1.19
-0.33 -0.03 -0.03
0.01 -0.04 0.06
-0.16 0.16 -0.05
0.31 -0.28 -0.42
0.00 0.07 -0.03

=====

(5)
C3H2F3I | the ωB97M-V functional and the def2-TZVPD basis

Properties
- Gap between HOMO and LUMO: 8.5 eV
- Charge: 0
- Multiplicity: 1

Each line ends with the natural charge from an NBO analysis.
Atoms and positions in Å:
C (0.760538, 0.063474, 0.521598)  -0.583
C (1.492767, -0.755748, -0.206014)  0.782
C (-1.681420, 0.959461, -0.727474)  0.251
F (2.437999, -1.675355, 0.325330)  -0.352
F (1.621643, -0.850537, -1.465270)  -0.275
F (-2.114201, 2.133495, -0.167507)  -0.366
I (-3.166571, -0.332434, 0.055037)  0.119
H (0.867720, 0.067516, 1.540580)  0.228
H (-0.218475, 0.390130, 0.123719)  0.196

Atoms 1-6, force components in eV/Å:
-1.06 -0.92 -1.88
2.25 -1.47 2.46
-2.23 2.06 0.91
-1.63 2.06 -0.46
-0.61 -0.06 -1.92
1.33 -1.23 -1.15

=====

(6)
CH7N6 | the ωB97M-V functional and the def2-TZVPD basis

Properties
- Gap between HOMO and LUMO: 11.4 eV
- Charge: +1
- Multiplicity: 1

Each line ends with the natural charge from an NBO analysis.
Atoms and positions in Å:
C (-0.379808, 0.111212, 0.500085)  0.361
N (2.777201, 0.238078, -0.025595)  0.017
N (2.005337, -0.512014, 0.659758)  -0.037
N (1.715521, 0.997207, -0.445989)  -0.293
N (0.924223, 0.268724, 0.417764)  -0.162
N (-0.922774, -0.686875, 1.446041)  -0.768
N (-0.969143, -0.274258, -1.275763)  -0.888
H (-1.232993, 0.987603, 0.425187)  0.245
H (1.856924, 2.049693, -0.515083)  0.425
H (-1.846041, -0.511591, 1.732462)  0.415
H (-0.615556, -1.677569, 1.604672)  0.426
H (-2.005437, -0.357952, -1.215285)  0.413
H (-0.634237, -1.199722, -1.608871)  0.432
H (-0.673215, 0.567465, -1.699381)  0.414

Atoms 1-6, force components in eV/Å:
-6.02 1.77 0.55
-0.65 -0.38 0.07
1.11 -1.76 0.97
0.85 2.56 -2.00
0.91 1.83 0.22
1.98 -2.62 -0.31

=====

Going through the records in order, we get E values of -28292.561, -22757.628, -8404.544, -344953.458, -19391.567, -10079.286 eV.